DFT (ωB97M-V with the def2-TZVPD basis set) results for one molecule with the formula C25H31N7O2.

Atoms and positions in Å:
O 0.56 3.04 -1.58
C 0.62 2.89 -0.37
N 1.69 3.11 0.40
H 1.57 2.92 1.38
C 2.97 3.56 -0.09
C 4.10 2.63 0.34
H 5.05 3.02 -0.03
H 4.15 2.60 1.43
C 3.90 1.20 -0.19
N 5.01 0.36 0.17
C 5.18 -0.30 1.34
N 6.33 -0.92 1.38
C 6.94 -0.66 0.20
C 6.14 0.14 -0.57
H 6.27 0.55 -1.55
H 7.91 -1.06 -0.03
H 4.45 -0.31 2.11
H 2.98 0.77 0.22
H 3.81 1.23 -1.28
H 3.17 4.57 0.28
H 2.89 3.59 -1.18
C -0.58 2.42 0.45
O -0.46 2.11 1.63
N -1.70 2.40 -0.26
H -1.62 2.67 -1.24
C -2.98 2.00 0.26
H -3.68 2.84 0.20
H -2.82 1.74 1.31
C -3.58 0.80 -0.51
N -2.76 -0.39 -0.57
C -2.26 -0.88 0.70
H -3.07 -0.83 1.43
C -1.83 -2.35 0.53
N -0.83 -2.47 -0.51
C 0.52 -2.48 -0.23
C 1.48 -1.88 -1.06
C 2.83 -2.02 -0.81
C 3.28 -2.74 0.28
C 2.35 -3.32 1.13
C 1.00 -3.20 0.88
H 0.31 -3.71 1.53
H 2.69 -3.89 1.99
H 4.34 -2.85 0.47
H 3.54 -1.56 -1.48
H 1.17 -1.29 -1.91
C -1.33 -1.92 -1.75
C -1.72 -0.44 -1.59
H -2.12 -0.06 -2.53
H -0.83 0.14 -1.31
H -0.61 -2.05 -2.55
H -2.24 -2.48 -2.01
H -1.44 -2.72 1.48
H -2.70 -2.95 0.24
H -1.41 -0.30 1.07
C -4.93 0.38 0.03
C -5.57 0.96 1.12
N -6.75 0.55 1.57
C -7.35 -0.45 0.96
C -6.81 -1.10 -0.13
C -5.58 -0.68 -0.60
H -5.11 -1.16 -1.45
H -7.34 -1.92 -0.60
H -8.31 -0.74 1.38
H -5.14 1.78 1.67
H -3.73 1.12 -1.56

Calculated values
Structure (SMILES): O=C(NCCCn1ccnc1)C(=O)NC[C@H](c1cccnc1)N1CCN(c2ccccc2)CC1
Spin multiplicity: 1
M in g/mol: 461.6
Kohn-Sham gap in eV: 8.077
LUMO energy in eV: 0.532
Total energy in eV: -40954.9659
Energy above the lowest of the compared OMol25 structures with the same formula, charge and spin in eV: 0.000